Density functional theory data (ωB97M-V/def2-TZVPD) for C4H6BrNO as an isolated structure in a non-equilibrium geometry.

## Properties
- charge = 0
- LUMO (eV) = 0.9
- energy above the lowest of the compared OMol25 structures with the same formula, charge and spin (kcal/mol) = 76.9
- total energy (hartree) = -2859.88697
- max |F| (eV/A) = 4.2

The geometry in XYZ format:
```
13
Properties=species:S:1:pos:R:3:nbo_charge:R:1
C -0.0647 1.5721 0.5728 0.03
C -1.2295 0.9615 0.5324 -0.26
C -0.5782 -0.8611 0.6515 -0.19
C 1.1021 -0.8005 -1.0720 -0.43
N 0.7574 -0.5814 0.3233 -0.16
O 1.0518 0.7812 0.6602 -0.36
Br -2.9879 1.4873 0.3535 0.12
H 0.1796 2.6199 0.5734 0.22
H -0.7352 -1.0921 1.6975 0.20
H -1.1131 -1.4914 -0.0435 0.21
H 1.0912 -1.8724 -1.2562 0.21
H 0.4159 -0.2995 -1.7648 0.18
H 2.1106 -0.4237 -1.2281 0.22
```